Computed, not measured: a cluster of 6 separate species, C33H55BrClF9NO9S3 in total, with the ωB97M-V functional and the def2-TZVPD basis.

Each line ends with the Mulliken charge.
Cartesian coordinates (Å):
O: -4.20 1.12 0.01  -0.59
S: -3.86 0.47 -1.26  1.14
O: -3.04 -0.75 -1.10  -0.55
Cl: -5.66 -0.16 -2.11  -0.24
C: -3.10 1.63 -2.46  -0.04
C: -1.88 2.43 -1.80  -0.86
C: -0.58 1.53 -2.07  0.80
C: 0.55 1.74 -0.99  -1.44
C: 0.23 0.99 0.37  0.94
C: -0.13 1.83 1.55  -1.72
C: -0.39 1.13 2.81  1.08
C: -0.71 1.88 4.08  -0.13
S: -0.80 3.67 4.29  1.47
O: -2.15 4.00 4.75  -0.66
O: -0.37 4.48 3.15  -0.62
C: 0.37 4.12 5.70  0.53
F: 0.11 5.46 5.94  -0.24
F: 0.08 3.46 6.87  -0.26
C: 1.91 4.02 5.26  0.58
F: 2.27 5.32 4.87  -0.28
F: 2.09 3.25 4.11  -0.21
C: 2.91 3.65 6.43  0.41
F: 2.69 4.54 7.46  -0.25
F: 4.19 3.91 5.95  -0.28
C: 2.84 2.15 6.94  0.68
F: 2.09 1.31 6.15  -0.16
F: 2.24 2.12 8.19  -0.25
F: 4.12 1.68 7.16  -0.23
C: -1.00 1.07 5.27  -0.88
N: -0.95 -0.34 5.25  0.10
C: -0.62 -1.07 4.12  -0.87
C: -0.32 -0.39 2.85  0.10
C: 0.04 -1.23 1.64  -0.10
C: 0.06 -2.78 1.83  -1.29
C: 1.48 -3.13 2.52  -0.45
C: 1.61 -4.67 2.89  -0.24
S: 2.27 -5.55 1.39  -0.20
C: 0.34 -0.51 0.40  0.92
C: 0.77 -1.34 -0.87  -0.20
C: 2.27 -0.98 -1.35  -1.32
C: 2.36 -0.90 -2.94  0.21
Br: 3.36 -2.50 -3.59  -0.22
H: -3.88 2.37 -2.79  0.33
H: -2.74 1.00 -3.32  -0.31
H: -2.02 2.47 -0.68  0.38
H: -1.79 3.47 -2.21  0.36
H: -0.15 1.84 -3.06  0.42
H: -0.94 0.47 -2.15  -0.31
H: 1.59 1.53 -1.36  0.34
H: 0.55 2.84 -0.72  0.54
H: -0.17 2.93 1.36  0.54
H: -1.29 1.52 6.26  0.46
H: -1.17 -0.85 6.11  0.34
H: -0.58 -2.19 4.25  0.35
H: -0.05 -3.36 0.87  0.46
H: -0.81 -3.13 2.48  0.42
H: 1.55 -2.45 3.42  0.33
H: 2.29 -2.84 1.80  0.24
H: 2.43 -4.73 3.68  0.41
H: 0.64 -5.12 3.29  0.09
H: 3.05 -4.58 0.79  0.09
H: 0.02 -1.23 -1.71  0.15
H: 0.80 -2.45 -0.65  0.30
H: 2.92 -1.86 -1.06  0.49
H: 2.69 -0.09 -0.82  0.40
H: 1.35 -0.96 -3.43  -0.45
H: 2.93 0.01 -3.30  0.41
C: 7.08 -3.59 -2.06  -0.88
C: 7.44 -2.34 -2.84  -0.27
O: 6.72 -1.22 -2.34  -0.49
H: 6.01 -3.78 -2.12  0.13
H: 7.62 -4.46 -2.44  0.34
H: 7.32 -3.46 -1.00  0.33
H: 7.18 -2.46 -3.90  0.28
H: 8.51 -2.13 -2.78  0.29
H: 6.97 -1.12 -1.41  0.28
C: -1.19 -8.83 5.25  -1.03
C: -0.72 -8.35 3.89  -0.30
O: -0.50 -6.94 3.91  -0.47
H: -2.11 -8.32 5.54  0.26
H: -1.37 -9.91 5.25  0.35
H: -0.45 -8.61 6.02  0.34
H: -1.48 -8.56 3.13  0.28
H: 0.21 -8.85 3.60  0.27
H: 0.18 -6.77 4.58  0.29
C: -6.81 5.24 -3.59  -1.04
C: -6.91 3.77 -3.93  -0.31
O: -6.09 3.00 -3.06  -0.38
H: -5.78 5.59 -3.68  0.24
H: -7.44 5.84 -4.26  0.36
H: -7.13 5.43 -2.56  0.34
H: -6.58 3.59 -4.95  0.29
H: -7.95 3.42 -3.84  0.26
H: -6.39 3.16 -2.15  0.24
C: -0.49 3.54 -6.77  -0.99
C: -1.65 3.58 -5.78  -0.48
O: -1.16 3.77 -4.45  -0.34
H: 0.20 2.73 -6.52  0.28
H: -0.85 3.39 -7.79  0.33
H: 0.08 4.47 -6.73  0.41
H: -2.21 2.64 -5.80  0.30
H: -2.33 4.40 -6.02  0.40
H: -0.67 4.60 -4.44  0.24
C: -0.90 -0.82 -6.44  -1.44
C: -0.95 -0.52 -4.96  0.03
O: -0.30 0.72 -4.68  -0.28
H: 0.14 -0.86 -6.79  0.33
H: -1.39 -1.77 -6.67  0.40
H: -1.40 -0.02 -7.01  0.32
H: -0.43 -1.30 -4.40  0.45
H: -1.98 -0.47 -4.60  0.16
H: -0.76 1.41 -5.17  -0.11

Summary:
- net charge = +1
- gap between HOMO and LUMO (eV) = 6.55